Entry 1:
38
Properties=species:S:1:pos:R:3 method="wB97M-V/def2-TZVPD" mol_weight_g_mol=584.38 s_squared=1.2160 total_charge=+3 orbital_gap_ev="6.368 / 6.104" fmax_ha_per_bohr=0.0796 homo_energy_ha="-0.671 / -0.676" energy_ev=-82852.1689 spin_multiplicity=2
Ir 0.590 -0.690 0.387
C -1.998 3.793 2.670
N -1.597 2.385 2.722
C -1.523 1.777 4.049
C -1.159 1.717 1.658
N -0.491 0.590 1.749
N -1.449 2.252 0.430
C -1.079 1.786 -0.799
N -1.610 2.429 -1.836
N -0.256 0.782 -0.946
H -2.506 4.049 3.594
H -2.694 4.017 1.860
H -1.128 4.447 2.575
H -2.285 2.222 4.684
H -0.557 1.956 4.530
H -1.727 0.707 4.007
H -0.300 0.320 2.703
H -2.048 3.063 0.433
H -2.257 3.196 -1.741
H -1.372 2.179 -2.782
H -0.060 0.583 -1.918
Cl 2.446 -1.044 2.267
C 1.488 -2.255 3.142
Cl 0.050 -2.577 2.149
H 1.189 -1.858 4.107
H 2.066 -3.167 3.257
Cl 2.575 -1.067 -1.155
C 2.104 -1.962 -2.556
C 2.964 -2.024 -3.616
C 2.604 -2.780 -4.749
C 1.413 -3.482 -4.783
C 0.545 -3.437 -3.701
Cl -0.891 -4.332 -3.725
C 0.863 -2.632 -2.555
S -0.261 -2.533 -1.287
H 3.917 -1.511 -3.582
H 3.279 -2.820 -5.594
H 1.153 -4.081 -5.647

---

Entry 2:
18
Properties=species:S:1:pos:R:3 method="wB97M-V/def2-TZVPD" mol_weight_g_mol=114.14 orbital_gap_ev="7.474 / 7.475" fmax_ha_per_bohr=0.0094 homo_energy_ha="-0.304 / -0.304" energy_ev=-10474.0820
C 0.498 -0.372 -1.565
C -0.945 -1.151 0.907
C -1.237 1.278 0.141
C 1.774 -0.080 -0.216
C -0.342 0.150 0.515
C 1.017 0.409 0.951
O 1.710 1.332 0.076
O 2.716 -0.829 -0.421
H 1.354 0.324 1.979
H 1.222 -0.001 -2.290
H -0.457 0.088 -1.815
H 0.434 -1.455 -1.608
H -1.478 -1.011 1.857
H -1.680 -1.483 0.172
H -2.089 0.967 -0.463
H -1.625 1.682 1.087
H -0.682 2.073 -0.354
H -0.189 -1.921 1.047

---

Entry 3:
14
Properties=species:S:1:pos:R:3 method="wB97M-V/def2-TZVPD" mol_weight_g_mol=114.10 orbital_gap_ev=9.038 fmax_ha_per_bohr=0.1213 homo_energy_ha=-0.317 energy_ev=-11314.9332 smiles="CNn1ccc(=O)o1"
C -2.651 -0.760 -0.047
C 0.413 1.562 -0.168
C 1.673 1.140 0.004
C 1.435 -0.474 0.018
H -1.930 -1.734 -0.089
H -3.447 -0.837 0.766
H -2.926 -0.626 -1.058
H -1.900 0.612 1.569
H 0.029 2.470 -0.032
H 2.587 1.602 0.525
N -1.788 0.498 0.347
N -0.529 0.462 -0.290
O 2.234 -1.455 0.222
O 0.090 -0.672 -0.337

---

Entry 4:
55
Properties=species:S:1:pos:R:3 method="wB97M-V/def2-TZVPD" mol_weight_g_mol=344.47 total_charge=+1 orbital_gap_ev=8.631 fmax_ha_per_bohr=0.0143 homo_energy_ha=-0.407 energy_ev=-29889.8850 smiles=CCOCCC[NH2+]Cc1ccc(OCc2ccccc2C)c(OC)c1
C 0.665 0.697 -1.829
C 2.090 0.712 -2.353
H 2.645 1.571 -1.952
H 2.093 0.780 -3.447
O 2.729 -0.506 -1.969
C 4.113 -0.604 -2.284
C 5.006 -0.153 -1.120
C 4.768 -1.018 0.116
N 3.360 -0.860 0.553
H 3.237 0.038 1.029
C 2.793 -1.934 1.413
C 1.314 -1.700 1.537
C 0.748 -1.168 2.685
C -0.610 -0.913 2.717
C -1.438 -1.151 1.622
C -0.865 -1.694 0.451
C 0.504 -1.959 0.443
H 0.911 -2.378 -0.465
O -1.481 -2.001 -0.710
C -2.847 -1.708 -0.933
H -3.025 -0.630 -0.926
H -3.487 -2.196 -0.198
H -3.060 -2.105 -1.925
O -2.782 -0.935 1.684
C -3.243 0.325 2.183
C -3.029 1.392 1.137
C -1.799 2.038 1.089
C -1.520 2.967 0.103
C -2.478 3.254 -0.852
C -3.703 2.614 -0.811
C -3.999 1.676 0.171
C -5.343 1.012 0.185
H -5.922 1.353 1.042
H -5.897 1.262 -0.716
H -5.251 -0.070 0.246
H -4.449 2.846 -1.557
H -2.275 3.981 -1.624
H -0.564 3.470 0.088
H -1.056 1.815 1.843
H -2.733 0.596 3.112
H -4.300 0.168 2.396
H -1.046 -0.529 3.625
H 1.350 -0.973 3.559
H 3.285 -1.920 2.387
H 2.990 -2.891 0.927
H 2.802 -0.807 -0.358
H 5.448 -0.752 0.927
H 4.925 -2.069 -0.137
H 6.048 -0.239 -1.425
H 4.816 0.897 -0.885
H 4.339 -0.023 -3.182
H 4.296 -1.660 -2.504
H 0.640 0.721 -0.741
H 0.155 -0.202 -2.165
H 0.129 1.563 -2.204

---

Entry 5:
48
Properties=species:S:1:pos:R:3 method="wB97M-V/def2-TZVPD" mol_weight_g_mol=340.40 total_charge=-1 orbital_gap_ev=5.271 fmax_ha_per_bohr=0.0948 homo_energy_ha=-0.107 energy_ev=-45770.3030
C 1.897 2.323 2.783
C 1.319 0.843 2.862
O -0.084 0.753 3.217
P -1.117 1.059 1.914
O -2.483 1.420 2.528
C -1.425 -0.457 0.829
C -0.192 -1.461 0.739
C 0.647 -1.288 -0.624
C 0.595 -2.591 -1.580
C -0.565 -2.535 -2.656
C -2.039 -2.655 -2.063
S -3.007 -1.164 -2.655
C 0.669 0.129 -1.333
C 2.127 0.826 -1.280
N 2.954 -0.325 -0.852
C 2.199 -1.342 -0.167
O 2.747 -2.132 0.612
O -0.625 2.328 0.908
C -1.438 3.513 1.064
C -1.206 4.286 2.442
H 1.317 3.082 3.380
H 1.885 2.619 1.680
H 2.996 2.326 3.073
H 1.602 0.314 1.905
H 1.888 0.318 3.699
H -1.804 -0.095 -0.171
H -2.271 -1.023 1.334
H 0.467 -1.474 1.659
H -0.637 -2.509 0.676
H 1.595 -2.662 -2.124
H 0.512 -3.524 -0.951
H -0.509 -1.632 -3.345
H -0.428 -3.440 -3.347
H -2.070 -2.716 -0.938
H -2.593 -3.565 -2.462
H -2.727 -1.124 -4.021
H -0.149 0.878 -1.140
H 0.568 -0.080 -2.440
H 2.164 1.759 -0.639
H 2.342 1.035 -2.379
H 3.867 -0.080 -0.463
H -1.090 4.237 0.252
H -2.539 3.341 0.845
H -1.547 3.654 3.328
H -1.909 5.184 2.440
H -0.128 4.571 2.609
O -1.138 -5.115 -4.359
H -0.634 -5.806 -4.793

---

Entry 6:
45
Properties=species:S:1:pos:R:3 method="wB97M-V/def2-TZVPD" mol_weight_g_mol=601.35 s_squared=0.7736 total_charge=-4 orbital_gap_ev="2.074 / 2.843" fmax_ha_per_bohr=0.1501 homo_energy_ha="0.151 / 0.123" energy_ev=-108575.1849 spin_multiplicity=2
O 0.140 1.422 -0.834
V -0.418 0.722 0.465
S -3.158 -0.395 -1.101
O -4.087 0.141 -0.114
O -3.172 0.561 -2.228
O -1.728 -0.345 -0.635
O -3.616 -1.772 -1.397
S 2.083 -0.119 1.244
O 3.067 -0.259 0.166
O 0.868 -0.872 0.853
O 2.796 -0.632 2.442
O 1.559 1.249 1.378
S -2.450 3.532 1.441
O -1.595 2.433 1.018
O -2.142 4.186 2.688
O -2.570 4.476 0.336
O -3.777 2.850 1.602
C 0.490 -2.793 6.367
C -0.719 -2.179 6.720
C -1.334 -1.189 5.905
C -0.779 -1.067 4.584
C 0.327 -1.838 4.169
C 1.034 -2.575 5.095
N -1.437 -0.218 3.646
O -0.933 -0.012 2.499
O -2.557 0.225 3.972
H 1.121 -3.504 6.895
H -0.950 -2.282 7.777
H -2.141 -0.627 6.344
H 0.630 -1.912 3.133
H 1.944 -3.077 4.789
C 0.656 0.008 -4.109
C 1.767 -0.743 -4.427
C 2.538 -0.460 -5.537
C 2.162 0.588 -6.375
C 0.989 1.281 -6.109
C 0.240 1.021 -4.977
N 2.948 0.948 -7.546
O 2.714 1.972 -8.165
O 3.889 0.215 -7.824
H 0.011 -0.049 -3.242
H 2.078 -1.521 -3.743
H 3.459 -1.024 -5.592
H 0.721 2.066 -6.805
H -0.671 1.564 -4.768

---

Entry 7:
76
Properties=species:S:1:pos:R:3 method="wB97M-V/def2-TZVPD" mol_weight_g_mol=1012.45 total_charge=+3 orbital_gap_ev="3.568 / 3.543" fmax_ha_per_bohr=0.0185 homo_energy_ha="-0.564 / -0.564" energy_ev=-157656.1393
Re 0.550 -0.261 3.403
S -0.496 3.063 6.330
Sb 0.993 1.521 6.515
S 1.888 1.333 3.870
S -0.477 -0.551 5.206
S 2.481 0.451 7.612
C -2.743 -2.810 1.448
P -1.010 0.508 1.900
C -0.457 1.565 0.509
C 0.563 2.436 0.640
C 0.832 3.378 -0.413
C 0.084 3.424 -1.581
C -0.899 2.490 -1.751
C -1.242 1.489 -0.748
C -2.584 1.083 2.418
C -3.090 2.320 1.961
C -4.313 2.768 2.414
C -5.058 1.990 3.297
C -4.570 0.770 3.758
C -3.346 0.312 3.319
H -2.515 -1.975 2.114
H -3.804 -3.037 1.551
H -2.179 -3.678 1.789
H 1.171 2.485 1.533
H 1.608 4.116 -0.247
H 0.299 4.162 -2.342
H -1.487 2.479 -2.664
H -2.294 1.711 -0.503
H -2.511 2.957 1.308
H -4.690 3.727 2.086
H -6.029 2.338 3.626
H -5.156 0.176 4.445
H -2.993 -0.655 3.655
O 0.933 -2.219 2.976
C 1.571 -1.979 1.872
O 1.595 -0.739 1.599
C 2.222 -3.015 1.050
C 2.188 -2.752 -0.473
Ge 1.478 -1.108 -1.286
C 1.446 -1.473 -3.188
C 0.309 -1.949 -3.857
C 0.347 -2.278 -5.204
C 1.531 -2.150 -5.915
C 2.677 -1.701 -5.271
C 2.635 -1.365 -3.927
C -0.454 -1.018 -0.805
C -1.414 -0.001 -1.391
C -2.868 -0.379 -1.265
C -3.306 -1.444 -0.609
C -2.400 -2.466 -0.005
C -0.959 -2.099 -0.176
C 2.652 0.429 -1.082
C 3.606 0.529 -0.065
C 4.462 1.622 0.023
C 4.380 2.643 -0.912
C 3.462 2.547 -1.953
C 2.611 1.448 -2.034
H 1.764 -3.973 1.302
H 3.247 -3.073 1.436
H 1.595 -3.537 -0.943
H 3.192 -2.847 -0.885
H -0.624 -2.093 -3.320
H -0.542 -2.647 -5.700
H 1.564 -2.405 -6.965
H 3.605 -1.616 -5.821
H 3.543 -1.011 -3.452
H -1.171 0.137 -2.448
H -3.577 0.270 -1.772
H -4.371 -1.645 -0.573
H -2.551 -3.399 -0.566
H -0.274 -2.876 0.155
H 3.713 -0.268 0.661
H 5.209 1.665 0.804
H 5.053 3.489 -0.858
H 3.443 3.306 -2.726
H 1.951 1.353 -2.890

---

Entry 8:
83
Properties=species:S:1:pos:R:3 method="wB97M-V/def2-TZVPD" mol_weight_g_mol=770.49 orbital_gap_ev=3.933 fmax_ha_per_bohr=0.0416 homo_energy_ha=-0.244 energy_ev=-86959.0413
C 1.943 -8.533 2.789
C 1.848 -7.149 2.244
C 2.373 -6.691 1.061
C 2.096 -5.289 0.761
C 1.311 -4.696 1.719
B 0.794 -3.143 1.967
C -0.282 -2.941 0.772
C -1.559 -3.429 0.914
C -2.473 -3.275 -0.123
C -3.893 -3.741 0.053
F -4.289 -4.617 -0.925
F -4.097 -4.360 1.252
F -4.769 -2.676 0.006
C -2.115 -2.667 -1.325
C -0.813 -2.217 -1.445
C -0.337 -1.559 -2.711
F 0.489 -0.495 -2.424
F 0.377 -2.393 -3.520
F -1.370 -1.057 -3.461
C 0.115 -2.358 -0.410
O 0.185 -2.990 3.279
C 0.999 -2.100 4.035
C 2.095 -1.579 3.063
O 1.954 -2.281 1.838
S 1.034 -5.836 3.040
H 2.512 -9.183 2.117
H 2.444 -8.554 3.763
H 0.954 -8.986 2.914
H 2.945 -7.340 0.399
H 2.490 -4.805 -0.133
H -1.840 -3.984 1.808
H -2.839 -2.533 -2.128
H 1.141 -2.049 -0.569
H 0.377 -1.258 4.394
H 1.450 -2.621 4.904
H 1.926 -0.506 2.850
H 3.108 -1.731 3.478
C -3.892 1.483 -4.384
N -4.178 1.348 -2.970
C -5.590 1.300 -2.621
C -6.008 2.670 -2.167
F -7.329 2.788 -1.875
F -5.290 3.014 -1.042
F -5.699 3.605 -3.130
C -3.189 1.358 -2.023
C -3.332 0.703 -0.768
C -2.274 0.634 0.111
C -1.023 1.264 -0.175
C 0.085 1.227 0.715
C 1.012 2.322 0.807
C 2.398 2.075 1.032
C 3.337 3.086 1.001
C 2.965 4.454 0.859
N 3.894 5.460 0.793
C 3.598 6.852 1.070
C 5.285 5.206 0.429
C 5.374 5.147 -1.066
F 6.626 4.954 -1.554
F 4.575 4.122 -1.527
F 4.877 6.306 -1.621
C 1.574 4.726 0.740
C 0.643 3.706 0.686
C -0.968 2.046 -1.368
C -1.982 2.041 -2.291
H -2.976 0.930 -4.641
H -4.739 1.055 -4.938
H -3.772 2.540 -4.684
H -6.149 1.045 -3.524
H -5.771 0.593 -1.806
H -4.263 0.189 -0.556
H -2.412 0.148 1.075
H 0.184 0.377 1.396
H 2.723 1.052 1.189
H 4.389 2.843 1.113
H 2.842 6.933 1.867
H 4.527 7.332 1.404
H 3.237 7.390 0.175
H 5.885 6.049 0.777
H 5.640 4.257 0.836
H 1.264 5.769 0.647
H -0.400 3.981 0.561
H -0.104 2.679 -1.550
H -1.876 2.561 -3.246

---

Entry 9:
96
Properties=species:S:1:pos:R:3 method="wB97M-V/def2-TZVPD" mol_weight_g_mol=720.62 orbital_gap_ev=8.252 fmax_ha_per_bohr=0.3096 homo_energy_ha=-0.286 energy_ev=-74784.0851
C -19.044 24.950 -7.146
O -19.135 23.498 -7.192
C -18.211 22.683 -6.709
O -17.239 23.091 -6.040
O -18.571 21.355 -7.047
C -18.040 20.224 -6.414
H -19.841 25.368 -7.761
H -18.132 25.396 -7.544
H -19.056 25.288 -6.110
H -17.008 20.396 -6.109
H -17.963 19.359 -7.074
H -18.669 20.149 -5.526
C -11.750 20.268 -4.050
O -12.612 19.099 -4.002
C -12.691 18.352 -5.010
O -11.863 18.383 -5.929
O -13.640 17.464 -4.829
C -13.728 16.281 -5.716
H -10.758 19.837 -3.921
H -11.969 20.879 -3.174
H -11.797 20.815 -4.991
H -13.637 16.541 -6.771
H -14.703 15.805 -5.609
H -12.958 15.541 -5.498
C -14.896 28.627 -8.242
O -14.600 27.947 -7.052
C -15.494 27.026 -6.626
O -16.461 26.529 -7.204
O -15.202 26.761 -5.379
C -15.972 25.762 -4.605
H -14.011 29.052 -8.714
H -15.643 29.389 -8.020
H -15.259 27.931 -8.998
H -15.645 24.795 -4.986
H -17.023 25.853 -4.879
H -15.883 25.898 -3.527
C -17.858 21.932 -3.611
O -17.468 22.970 -2.749
C -17.812 24.176 -2.993
O -18.504 24.554 -3.993
O -17.458 24.914 -1.896
C -17.766 26.324 -1.807
H -18.789 21.439 -3.330
H -17.146 21.122 -3.450
H -17.965 22.151 -4.673
H -17.440 26.834 -2.713
H -17.341 26.687 -0.872
H -18.836 26.505 -1.705
C -11.146 23.011 -4.076
O -10.124 23.911 -3.801
C -10.175 24.860 -2.857
O -11.133 25.138 -2.092
O -8.959 25.471 -2.799
C -8.649 26.512 -1.898
H -10.982 22.139 -4.709
H -12.099 23.501 -4.275
H -11.479 22.497 -3.174
H -7.616 26.767 -2.135
H -8.838 26.160 -0.884
H -9.337 27.356 -1.844
C -14.846 20.373 -3.694
O -15.675 19.493 -2.959
C -16.936 19.328 -3.483
O -17.537 20.234 -4.092
O -17.309 18.105 -3.241
C -18.751 17.769 -3.317
H -15.350 21.019 -4.413
H -14.061 19.836 -4.226
H -14.309 20.992 -2.975
H -19.268 18.478 -2.671
H -19.140 16.800 -3.002
H -19.082 18.017 -4.326
C -10.936 25.183 -0.138
O -10.768 25.898 1.138
C -9.900 26.947 1.197
O -8.845 27.100 0.670
O -10.385 27.724 2.133
C -9.654 28.715 2.785
H -10.378 24.254 -0.019
H -10.507 25.762 -0.956
H -11.955 24.872 -0.366
H -9.041 29.333 2.129
H -9.043 28.165 3.502
H -10.222 29.418 3.394
C -15.260 23.323 -4.967
O -14.867 23.657 -3.681
C -13.951 22.912 -2.987
O -13.490 21.817 -3.330
O -13.687 23.584 -1.870
C -12.807 23.039 -0.846
H -16.332 23.482 -5.082
H -14.857 22.382 -5.343
H -14.883 24.138 -5.585
H -13.064 22.073 -0.409
H -12.486 23.582 0.043
H -11.865 22.798 -1.338